[1]
59
Properties=species:S:1:pos:R:3:forces:R:3:nbo_charge:R:1 method="wB97M-V/def2-TZVPD" orbital_gap_ev=8.82 homo_ev=-8.6 smiles="CCOC(=O)c1cc(C#N)c(N2CCC(C(=O)NS(=O)(=O)Cc3ccccc3)CC2)nc1C" max_force_ev_per_a=1.2 molar_mass_g_mol=470.55 total_energy_ha=-1885.5072
C -4.776130 0.328596 -3.632317 0.2 0.3 0.2 -0.63
C -4.321472 1.729774 -3.249870 -0.6 -0.1 -0.1 -0.07
H -5.045695 2.186468 -2.567574 0.1 0.0 -0.2 0.20
H -4.196895 2.357198 -4.135901 0.0 -0.1 0.1 0.19
O -3.040051 1.717045 -2.624891 0.3 0.0 0.0 -0.52
C -3.011920 1.511835 -1.293968 -0.2 0.1 0.0 0.79
O -4.010783 1.344060 -0.638787 0.0 -0.1 -0.1 -0.60
C -1.629193 1.556622 -0.775375 0.3 0.1 0.0 -0.24
C -0.564143 1.562264 -1.670422 0.0 0.0 0.4 -0.02
C 0.748749 1.607479 -1.221536 -0.8 0.0 0.7 -0.32
C 1.783139 1.662970 -2.172424 0.4 0.2 -0.5 0.29
N 2.589483 1.737109 -2.987156 0.2 0.0 -0.2 -0.33
C 0.958117 1.694728 0.178973 -0.3 0.2 -0.5 0.49
N -0.077704 1.720807 1.022883 0.3 0.0 0.2 -0.56
C -1.328673 1.628954 0.600802 -0.2 0.0 -0.5 0.36
C -2.351579 1.575715 1.674100 -0.3 0.1 0.1 -0.67
H -3.287524 2.027293 1.363506 0.0 0.0 0.1 0.25
H -1.967953 2.046786 2.575288 0.1 0.0 0.0 0.22
H -2.538677 0.522317 1.888980 -0.1 0.0 0.0 0.27
N 2.184611 1.791698 0.737926 -0.1 -0.1 0.1 -0.42
C 3.356028 1.158586 0.173475 0.5 0.0 -0.3 -0.22
H 3.966167 1.885122 -0.378796 -0.1 -0.2 0.0 0.21
C 4.196589 0.507668 1.281147 -0.1 -0.1 0.0 -0.40
H 4.753224 -0.329023 0.859969 0.1 0.1 0.0 0.24
H 4.916357 1.223740 1.682441 0.0 0.0 0.0 0.21
C 3.313340 0.014811 2.436904 0.1 0.0 0.0 -0.31
C 2.379221 -1.093475 1.957092 0.7 0.0 0.1 0.71
O 2.815559 -2.189127 1.678378 0.4 -0.3 0.0 -0.61
N 1.049257 -0.833793 1.865472 -1.0 -0.7 -0.1 -0.92
H 0.664041 0.101736 1.962877 -0.2 0.0 0.0 0.46
S -0.095492 -2.085934 2.048622 0.4 0.3 0.5 2.31
O -1.353707 -1.421752 1.890131 -0.1 0.1 -0.3 -0.95
O 0.165535 -2.729203 3.297832 0.2 -0.3 -0.2 -0.92
C 0.207721 -3.231499 0.677116 0.0 0.6 0.6 -0.69
C -0.138503 -2.548210 -0.593746 -0.1 0.1 -0.5 0.03
C 0.853968 -2.015451 -1.408095 0.0 -0.1 0.0 -0.24
C 0.522894 -1.392598 -2.599022 0.0 -0.1 -0.1 -0.21
C -0.805547 -1.281296 -2.975799 0.1 0.0 -0.1 -0.22
C -1.800556 -1.781406 -2.153810 -0.1 -0.1 0.0 -0.21
C -1.470265 -2.412024 -0.968551 0.0 0.0 -0.1 -0.20
H -2.244614 -2.803123 -0.326602 -0.1 0.0 0.1 0.22
H -2.837338 -1.691062 -2.440253 -0.1 0.0 0.0 0.22
H -1.062247 -0.808060 -3.911758 0.0 0.1 -0.1 0.22
H 1.300924 -0.995543 -3.234343 0.1 0.0 0.0 0.23
H 1.889607 -2.112514 -1.114071 0.1 0.0 0.0 0.22
H -0.436654 -4.080183 0.895008 -0.1 0.0 0.1 0.26
H 1.254279 -3.506195 0.759069 0.0 -0.1 0.0 0.29
H 3.963889 -0.490099 3.159412 -0.2 0.0 -0.1 0.25
C 2.625917 1.206246 3.108888 0.0 0.1 -0.1 -0.42
H 1.709359 0.883620 3.603535 0.0 0.1 0.1 0.22
C 2.341674 2.308972 2.078070 -0.1 0.3 0.4 -0.22
H 3.181352 3.011999 2.047994 -0.1 0.0 0.0 0.20
H 1.436549 2.858004 2.337609 0.2 0.0 0.0 0.25
H 3.283724 1.610376 3.879892 0.0 0.0 0.0 0.22
H 3.027393 0.391941 -0.531441 0.1 0.0 0.1 0.22
H -0.756515 1.543234 -2.731541 0.0 0.0 0.0 0.25
H -4.033258 -0.149135 -4.267594 0.0 -0.1 -0.1 0.21
H -5.717831 0.386591 -4.170945 -0.1 0.0 -0.1 0.22
H -4.921068 -0.270144 -2.735921 0.0 -0.1 0.0 0.22


[2]
53
Properties=species:S:1:pos:R:3:forces:R:3:nbo_charge:R:1 method="wB97M-V/def2-TZVPD" orbital_gap_ev=9.38 homo_ev=-8.7 smiles="CN(Cc1ccccc1)C(=O)Cn1c(=O)oc2cc(S(=O)(=O)N3CCCC3)ccc21" max_force_ev_per_a=1.1 molar_mass_g_mol=429.50 total_energy_ha=-1752.7253
C 5.026345 0.265174 0.266320 0.1 -0.3 0.3 -0.42
N 4.056907 0.561607 -0.765152 0.2 0.4 -0.1 -0.43
C 3.490390 -0.363394 -1.565041 0.5 -0.4 -0.1 0.68
O 2.806547 -0.076466 -2.529650 -0.3 0.0 -0.2 -0.63
C 3.605377 -1.832930 -1.124605 0.0 0.2 -0.2 -0.31
N 2.544938 -2.033428 -0.162507 -0.1 -0.1 0.3 -0.44
C 1.190078 -1.920098 -0.397420 -0.8 0.0 0.3 0.19
C 0.448169 -1.732304 -1.550504 0.1 0.0 0.1 -0.25
C -0.927543 -1.657285 -1.401313 -0.1 -0.1 0.0 -0.19
C -1.519730 -1.770700 -0.154550 -0.6 -0.1 0.0 -0.32
C -0.791588 -1.967744 1.006783 0.4 -0.1 0.3 -0.22
C 0.574752 -2.044991 0.856783 -0.3 0.2 -1.0 0.25
O 1.535555 -2.220506 1.810270 -0.2 -0.1 0.4 -0.43
C 2.743982 -2.197810 1.192398 0.9 0.0 -0.2 0.88
O 3.801764 -2.301537 1.749768 -0.1 -0.1 0.2 -0.61
H -1.287436 -2.061668 1.957182 0.0 0.0 0.2 0.26
S -3.294854 -1.563185 -0.032552 0.7 0.1 -0.1 2.32
O -3.901025 -2.158201 -1.189233 0.1 0.2 -0.1 -0.94
O -3.713421 -1.999702 1.268284 0.1 0.2 0.1 -0.94
N -3.384125 0.117686 -0.134989 -0.1 -1.0 0.1 -0.69
C -3.938949 0.785617 1.029734 -0.2 0.1 0.6 -0.23
H -3.400952 1.727288 1.180649 0.0 0.0 0.0 0.19
C -5.398251 1.039780 0.657790 0.1 0.1 0.0 -0.42
H -5.958748 0.110990 0.769063 0.0 0.0 0.1 0.21
C -5.289975 1.426976 -0.818373 0.0 0.0 0.1 -0.42
H -5.127954 2.501092 -0.913759 0.0 0.0 0.0 0.20
H -6.181172 1.160269 -1.381693 0.0 0.0 -0.1 0.22
C -4.049656 0.658208 -1.314887 -0.1 0.1 -0.8 -0.24
H -4.313080 -0.174381 -1.967227 0.0 0.2 -0.1 0.24
H -3.354415 1.316473 -1.844554 -0.1 0.0 0.0 0.19
H -5.860984 1.813688 1.266295 -0.1 0.0 0.0 0.22
H -3.817616 0.143939 1.899168 0.0 0.2 0.1 0.24
H -1.567276 -1.516377 -2.257163 0.0 0.0 -0.2 0.24
H 0.922937 -1.617983 -2.510494 0.0 0.0 -0.1 0.26
H 4.545426 -2.090079 -0.638792 -0.1 0.0 0.0 0.25
H 3.434317 -2.475514 -1.991934 0.1 0.1 0.1 0.23
C 3.435387 1.884603 -0.761061 -0.3 0.0 -0.2 -0.24
C 2.192370 1.797239 0.091330 0.0 0.1 -0.1 -0.04
C 2.285455 1.820184 1.477591 0.0 0.0 0.0 -0.22
C 1.165439 1.596286 2.259179 0.0 0.0 0.1 -0.21
C -0.058997 1.349106 1.662289 -0.1 0.0 0.0 -0.24
C -0.163964 1.338883 0.281534 0.0 0.1 0.0 -0.15
C 0.957791 1.555876 -0.499437 0.0 0.1 0.0 -0.23
H 0.882631 1.524628 -1.575750 0.0 0.0 -0.1 0.23
H -1.118284 1.142803 -0.182999 -0.1 0.0 -0.1 0.21
H -0.931798 1.162655 2.269833 -0.1 0.0 0.1 0.21
H 1.251944 1.608363 3.335432 0.0 0.0 0.1 0.22
H 3.238064 2.011698 1.950160 0.1 0.0 0.1 0.21
H 3.176725 2.139316 -1.790546 0.1 0.1 0.2 0.24
H 4.147402 2.612838 -0.371214 0.0 -0.1 0.0 0.21
H 5.815395 -0.371174 -0.134442 0.0 0.0 0.1 0.21
H 5.484189 1.199631 0.585187 0.0 0.0 0.0 0.21
H 4.591521 -0.225445 1.138822 0.1 0.1 0.0 0.23


[3]
17
Properties=species:S:1:pos:R:3:forces:R:3:nbo_charge:R:1 method="wB97M-V/def2-TZVPD" orbital_gap_ev=8.02 charge=-1 homo_ev=-4.7 max_force_ev_per_a=3.8 molar_mass_g_mol=181.19 total_energy_ha=-931.7688
C 0.579725 -0.241271 0.885719 2.8 1.4 1.4 -0.25
C 0.700149 0.975514 0.216185 0.0 -0.7 0.4 -0.20
C -0.206474 -1.204554 0.411329 -2.4 -2.8 0.1 -0.20
C -0.132617 1.279892 -0.830507 0.6 0.2 0.2 -0.23
C -0.995006 -0.977918 -0.708434 0.4 2.0 1.1 -0.22
C -1.016575 0.338124 -1.261016 -2.2 -2.7 -1.6 -0.05
C -2.058682 0.644419 -2.330437 0.9 -0.5 -0.1 -0.46
C -3.474823 1.594694 -1.587177 0.7 -1.0 -0.1 0.89
O -3.504866 2.706370 -2.064718 -0.2 -0.1 0.2 -0.68
O -4.002732 0.910146 -0.717198 0.4 0.6 -0.9 -0.70
O -2.490427 0.244291 -4.889568 -1.2 0.1 -1.7 -0.98
S -1.571665 0.029571 -3.790908 0.1 0.8 3.2 1.05
H 1.238757 -0.441929 1.750556 -0.5 0.2 -0.4 0.19
H 1.475643 1.620545 0.532245 0.5 0.9 0.3 0.20
H -0.451556 -2.155338 0.995998 0.9 1.2 -0.9 0.20
H -0.095817 2.199153 -1.369823 0.1 0.7 -0.1 0.22
H -1.705810 -1.747446 -0.825324 -1.0 -0.4 -1.2 0.22


[4]
22
Properties=species:S:1:pos:R:3:forces:R:3:nbo_charge:R:1 method="wB97M-V/def2-TZVPD" orbital_gap_ev=7.25 homo_ev=-7.5 max_force_ev_per_a=4.0 molar_mass_g_mol=237.23 total_energy_ha=-1918.8880
C 1.072721 -2.026424 1.469096 -1.3 -1.0 1.2 -0.22
C 0.012761 -1.212975 1.950495 2.1 1.5 -3.1 -0.21
C 1.806082 -1.656411 0.362046 0.8 0.1 -0.3 -0.21
C -0.265599 0.025743 1.259051 -1.2 -0.7 0.2 -0.25
C 1.565950 -0.394405 -0.234772 0.4 -1.2 -1.5 -0.02
C 0.437644 0.408850 0.101526 1.6 -2.2 2.4 -0.24
C 2.348720 -0.073938 -1.487374 -0.5 0.0 -2.4 -0.65
C -1.243861 2.494152 -0.041644 -2.0 -1.2 1.7 -0.81
Si -3.106228 0.556550 -0.670189 2.5 2.0 0.7 1.08
S 0.143034 1.846315 -0.757760 1.1 0.6 -1.7 0.38
Cl -2.031767 -0.462760 -2.048307 0.0 0.1 -0.4 -0.35
Cl -3.782444 -0.855416 0.579199 -0.5 -0.1 0.6 -0.34
H 1.241125 -3.052166 1.938528 -0.2 1.6 -0.6 0.21
H -0.474699 -1.551386 2.799009 -1.3 -0.2 1.4 0.21
H 2.606348 -2.408783 0.007415 -1.3 1.7 0.3 0.22
H -1.165318 0.677382 1.443799 1.1 -1.0 0.5 0.23
H 2.943987 -0.878555 -1.994938 -1.0 0.0 0.9 0.22
H 1.670091 0.346367 -2.303944 0.5 -0.7 1.0 0.22
H 3.107313 0.674399 -1.463411 0.5 1.0 0.9 0.23
H -1.064176 2.891294 1.022548 -0.9 -0.8 -1.6 0.23
H -1.765752 3.139154 -0.719201 0.0 0.6 -0.1 0.22
H -4.055929 1.513005 -1.211173 -0.6 -0.2 -0.2 -0.17